No. 1
The following is a DFT calculation (ωB97M-V with the def2-TZVPD basis set) of a single C3H4ClN3 molecule at a distorted geometry.

Each line ends with the natural charge from an NBO analysis.
Cartesian coordinates (Å):
C -0.007 -0.800 -2.207  0.72
C -0.291 0.245 -0.392  0.45
C 0.017 1.184 1.810  -0.45
N -0.188 0.315 -1.710  -0.55
N 0.636 -1.798 -2.218  -0.62
N 0.068 1.150 0.386  -0.43
Cl -0.850 -1.383 0.263  -0.17
H -1.013 1.376 2.239  0.21
H 0.357 0.269 2.295  0.21
H 0.453 2.097 2.179  0.21
H 0.818 -2.655 -2.645  0.43

Values from the calculation:
- energy above the lowest of the compared OMol25 structures with the same formula, charge and spin (kcal/mol) = 55.96
- spin multiplicity = 1
- SMILES = C/N=C(\Cl)N=C=N
- orbital gap (eV) = 9.650
- E_tot (Ha) = -741.0917

---

No. 2
The following is a DFT calculation (ωB97M-V with the def2-TZVPD basis set) of 2 unconnected molecules or ions with the total composition C3H4ClN3O.

Each line ends with the natural charge from an NBO analysis.
Cartesian coordinates (Å):
C -0.589 -0.543 2.195  0.29
C -0.228 0.529 -0.376  0.23
C 0.597 -0.506 -1.105  0.60
N -0.753 -0.747 3.325  -0.74
N 0.264 1.522 0.165  -0.60
N 0.884 -0.123 -2.370  -0.81
O 0.923 -1.560 -0.625  -0.56
Cl -1.951 0.155 -0.497  -0.04
H -0.870 -0.926 4.298  0.44
H -0.356 2.157 0.657  0.37
H 0.641 0.783 -2.724  0.40
H 1.437 -0.741 -2.944  0.41

Values from the calculation:
- energy above the lowest of the compared OMol25 structures with the same formula, charge and spin (kcal/mol) = 42.93
- spin multiplicity = 1
- orbital gap (eV) = 10.850
- E_tot (Ha) = -816.3709

---

No. 3
The following is a DFT calculation (ωB97M-V with the def2-TZVPD basis set) of a single C3H4ClNO molecule at a distorted geometry.

Each line ends with the natural charge from an NBO analysis.
Cartesian coordinates (Å):
C 0.509 -0.365 0.108  0.08
C -0.601 0.422 -0.060  -0.28
C -1.858 -0.254 0.004  0.37
H 2.144 1.014 -0.404  0.42
H 2.485 -0.579 -0.016  0.38
H 0.479 -1.423 0.736  0.24
H -1.665 -1.383 0.039  0.11
N 1.761 0.094 -0.251  -0.80
O -2.899 0.328 -0.188  -0.54
Cl -0.356 2.147 0.032  0.00

Values from the calculation:
- energy above the lowest of the compared OMol25 structures with the same formula, charge and spin (kcal/mol) = 34.10
- spin multiplicity = 1
- SMILES = N/C=C(\Cl)C=O
- orbital gap (eV) = 9.035
- E_tot (Ha) = -706.8473

---

No. 4
The following is a DFT calculation (ωB97M-V with the def2-TZVPD basis set) of 2 unconnected molecules or ions with the total composition C3H4ClNO2 at a distorted geometry.

Each line ends with the natural charge from an NBO analysis.
Cartesian coordinates (Å):
C 1.934 -0.616 -0.354  0.18
C 0.100 0.645 -0.395  0.87
C -1.980 0.562 0.547  -0.26
N 1.836 -1.747 -0.825  -0.68
O 0.072 1.628 -1.085  -0.54
O -0.678 -0.020 0.392  -0.49
Cl 3.300 0.045 0.503  -0.04
H -1.893 1.465 0.955  0.19
H -2.708 -0.108 1.217  0.22
H -2.431 0.609 -0.543  0.20
H 2.448 -2.463 -0.411  0.37

Values from the calculation:
- energy above the lowest of the compared OMol25 structures with the same formula, charge and spin (kcal/mol) = 86.02
- spin multiplicity = 1
- orbital gap (eV) = 9.229
- E_tot (Ha) = -782.0180

---

No. 5
The following is a DFT calculation (ωB97M-V with the def2-TZVPD basis set) of a single C3H4ClNO2 molecule at a distorted geometry.

Each line ends with the natural charge from an NBO analysis.
Cartesian coordinates (Å):
C 0.305 -1.629 -0.301  0.52
C 0.321 0.860 0.332  0.65
C -1.129 0.893 0.303  -0.71
N 0.940 -0.304 -0.159  -0.50
O 0.934 -2.514 -0.881  -0.51
O 0.967 1.855 0.482  -0.54
Cl 2.623 -0.356 -0.615  0.20
H -0.656 -1.665 0.067  0.14
H -1.310 1.797 -0.476  0.27
H -1.504 -0.028 -0.102  0.21
H -1.491 1.091 1.351  0.26

Values from the calculation:
- energy above the lowest of the compared OMol25 structures with the same formula, charge and spin (kcal/mol) = 43.58
- spin multiplicity = 1
- SMILES = CC(=O)N(Cl)C=O
- orbital gap (eV) = 10.617
- E_tot (Ha) = -782.0856

---

No. 6
The following is a DFT calculation (ωB97M-V with the def2-TZVPD basis set) of 2 unconnected molecules or ions with the total composition C3H4ClNO2 at a distorted geometry.

Each line ends with the natural charge from an NBO analysis.
Cartesian coordinates (Å):
C -1.339 0.338 -0.541  0.13
C -1.111 -0.907 -0.877  0.14
C 1.769 0.258 1.065  0.36
N -1.575 1.505 -0.189  -0.68
O -0.182 -1.530 -1.580  -0.62
O 1.530 0.027 -0.074  -0.53
Cl 0.865 1.204 2.114  0.02
H -2.042 -1.663 -0.747  0.12
H 2.694 -0.190 1.625  0.15
H 0.625 -0.956 -1.466  0.51
H -1.234 1.913 0.671  0.40

Values from the calculation:
- energy above the lowest of the compared OMol25 structures with the same formula, charge and spin (kcal/mol) = 14.19
- spin multiplicity = 3
- orbital gap (alpha / beta) (eV) = 5.238 / 9.403
- E_tot (Ha) = -781.9412

---

No. 7
The following is a DFT calculation (ωB97M-V with the def2-TZVPD basis set) of a single C3H4ClNOS molecule at a distorted geometry.

Each line ends with the natural charge from an NBO analysis.
Cartesian coordinates (Å):
C -0.807 0.194 0.532  0.11
C 0.422 0.019 0.006  -0.28
C 0.707 -1.232 -0.640  0.21
H -1.019 2.240 0.862  0.41
H -2.352 1.342 1.233  0.40
H -1.339 -0.843 0.717  0.27
H 2.436 -0.485 -1.384  0.49
N -1.347 1.317 0.973  -0.76
O 1.988 -1.333 -1.178  -0.68
S -0.170 -2.631 -0.837  -0.13
Cl 1.481 1.412 -0.283  -0.04

Values from the calculation:
- energy above the lowest of the compared OMol25 structures with the same formula, charge and spin (kcal/mol) = 14.72
- spin multiplicity = 1
- SMILES = N/C=C(\Cl)C(O)=S
- orbital gap (eV) = 8.446
- E_tot (Ha) = -1105.0606

---

No. 8
The following is a DFT calculation (ωB97M-V with the def2-TZVPD basis set) of 3 unconnected molecules or ions with the total composition C3H4ClO3S at a distorted geometry.

Each line ends with the natural charge from an NBO analysis.
Cartesian coordinates (Å):
C 4.587 0.157 0.088  1.05
C 0.265 0.283 -0.170  -0.85
C 1.447 -0.372 0.065  0.61
O 4.893 -0.927 0.230  -0.52
O 4.590 1.268 -0.114  -0.54
O 2.335 -0.286 0.917  -0.64
S -2.246 -1.487 0.403  -0.66
Cl 1.883 -1.622 -1.328  -0.29
H -0.247 0.234 -1.126  0.25
H -1.692 -2.361 1.328  0.13
H 0.303 1.283 0.177  0.23
H -0.981 -0.394 0.220  0.27

Values from the calculation:
- energy above the lowest of the compared OMol25 structures with the same formula, charge and spin (kcal/mol) = 0.00
- spin multiplicity = 1
- orbital gap (eV) = 7.446
- net charge = -1
- E_tot (Ha) = -1200.8704

---

No. 9
The following is a DFT calculation (ωB97M-V with the def2-TZVPD basis set) of a molecular structure, C3H4CoO2 at a distorted geometry.

Each line ends with the natural charge from an NBO analysis.
Cartesian coordinates (Å):
O 1.030 -0.919 0.140  -0.40
C -0.311 -1.024 -0.085  0.69
Co -1.320 -1.124 -2.030  0.93
O -0.962 -2.100 -0.319  -0.64
C 0.996 0.511 0.425  -0.09
H 1.309 0.678 1.462  0.24
H 1.652 1.035 -0.281  0.23
C -0.497 0.652 0.139  -0.54
H -1.167 0.748 1.004  0.28
H -0.731 1.543 -0.455  0.30

Values from the calculation:
- energy above the lowest of the compared OMol25 structures with the same formula, charge and spin (kcal/mol) = 0.00
- spin multiplicity = 5
- orbital gap (alpha / beta) (eV) = 7.792 / 10.105
- net charge = +1
- E_tot (Ha) = -1649.5197

---

No. 10
The following is a DFT calculation (ωB97M-V with the def2-TZVPD basis set) of a molecular structure, C3H4CrO4 at a distorted geometry.

Each line ends with the natural charge from an NBO analysis.
Cartesian coordinates (Å):
C 2.158 -0.122 1.911  0.13
C 2.386 -0.411 0.611  -0.01
O 2.495 0.676 -0.265  -0.46
C 1.589 0.804 -1.225  1.00
O 0.997 -0.214 -1.686  -0.65
O 1.079 1.941 -1.438  -0.64
O 2.536 -1.029 2.860  -0.67
Cr -0.591 0.943 -1.898  1.46
H 2.152 0.925 2.230  0.20
H -1.124 0.396 -0.247  -0.07
H 1.923 -1.768 2.879  0.50
H 2.855 -1.336 0.273  0.22

Values from the calculation:
- energy above the lowest of the compared OMol25 structures with the same formula, charge and spin (kcal/mol) = 16.94
- spin multiplicity = 4
- orbital gap (alpha / beta) (eV) = 5.543 / 7.143
- net charge = +1
- E_tot (Ha) = -1461.7386

---

Repeat the fifth record exactly.
The following is a DFT calculation (ωB97M-V with the def2-TZVPD basis set) of a single C3H4ClNO2 molecule at a distorted geometry.

Each line ends with the natural charge from an NBO analysis.
Cartesian coordinates (Å):
C 0.305 -1.629 -0.301  0.52
C 0.321 0.860 0.332  0.65
C -1.129 0.893 0.303  -0.71
N 0.940 -0.304 -0.159  -0.50
O 0.934 -2.514 -0.881  -0.51
O 0.967 1.855 0.482  -0.54
Cl 2.623 -0.356 -0.615  0.20
H -0.656 -1.665 0.067  0.14
H -1.310 1.797 -0.476  0.27
H -1.504 -0.028 -0.102  0.21
H -1.491 1.091 1.351  0.26

Values from the calculation:
- energy above the lowest of the compared OMol25 structures with the same formula, charge and spin (kcal/mol) = 43.58
- spin multiplicity = 1
- SMILES = CC(=O)N(Cl)C=O
- orbital gap (eV) = 10.617
- E_tot (Ha) = -782.0856